No. 1
Computed, not measured: a cluster of 7 separate species, C12H36ClO12 in total, with the ωB97M-V functional and the def2-TZVPD basis.

Values from the calculation:
- total charge = -1
- energy relative to the best compared isomer or geometry (same formula, charge and spin) (kcal/mol) = 117.1
- 2S+1 = 1
- gap between HOMO and LUMO (eV) = 6.48
- E (eV) = -50115.7372

Geometry (Å):
Cl  0.75  0.35  -0.44
C  5.34  1.71  3.42
C  4.49  1.33  4.71
O  3.51  0.31  4.53
O  6.25  2.62  3.88
H  4.68  2.10  2.65
H  5.80  0.81  3.00
H  3.94  2.26  4.83
H  5.12  0.99  5.53
H  3.19  0.58  3.67
H  6.65  3.04  3.12
C  1.28  -6.00  0.67
C  2.21  -7.11  1.11
O  2.63  -8.02  0.14
O  2.18  -5.18  -0.22
H  0.89  -5.51  1.56
H  0.56  -6.45  -0.02
H  1.75  -7.83  1.79
H  3.17  -6.92  1.58
H  1.87  -8.59  0.00
H  1.78  -4.31  -0.26
C  0.13  -2.04  -7.02
C  0.74  -2.47  -8.42
O  1.18  -1.32  -9.21
O  1.06  -1.03  -6.53
H  0.15  -2.93  -6.38
H  -0.87  -1.62  -7.13
H  0.02  -3.01  -9.03
H  1.59  -3.16  -8.43
H  1.17  -1.65  -10.12
H  1.10  -0.99  -5.57
C  -3.49  1.19  5.25
C  -3.89  2.07  6.44
O  -2.83  2.01  7.39
O  -2.77  2.01  4.23
H  -4.33  0.65  4.82
H  -2.92  0.33  5.60
H  -4.79  1.56  6.77
H  -4.26  3.07  6.24
H  -2.24  2.69  7.06
H  -2.20  1.41  3.74
C  -4.77  -2.51  -1.25
C  -5.03  -2.74  0.24
O  -5.83  -3.97  0.32
O  -5.98  -2.23  -1.89
H  -4.40  -3.43  -1.68
H  -3.91  -1.85  -1.35
H  -5.78  -2.04  0.64
H  -4.09  -2.77  0.78
H  -6.33  -3.81  1.12
H  -5.73  -1.96  -2.77
C  1.12  8.83  -2.02
C  1.28  7.30  -1.80
O  0.66  6.89  -0.54
O  0.34  9.11  -3.21
H  2.15  9.18  -1.97
H  0.76  9.44  -1.20
H  2.35  7.10  -1.79
H  0.82  6.77  -2.63
H  0.84  5.95  -0.46
H  0.91  9.81  -3.54

No. 2
Computed, not measured: the molecule C24H38N2O5, with the ωB97M-V functional and the def2-TZVPD basis.

Values from the calculation:
- SMILES = COCCOC1CCN(C(=O)c2ccc(OC)c(OC3CCN(C(C)C)CC3)c2)CC1
- energy relative to the best compared isomer or geometry (same formula, charge and spin) (kcal/mol) = 1.0
- 2S+1 = 1
- gap between HOMO and LUMO (eV) = 8.82
- E (eV) = -38721.7235

Geometry (Å):
C  4.71  -0.04  1.77
H  4.64  0.95  1.31
O  5.69  -0.82  1.11
C  5.39  -1.10  -0.24
H  6.32  -1.49  -0.66
C  4.28  -2.13  -0.42
O  3.02  -1.49  -0.39
C  1.91  -2.31  -0.70
C  0.73  -1.39  -0.99
H  0.97  -0.75  -1.85
C  -0.53  -2.21  -1.28
N  -0.81  -3.10  -0.18
C  -1.96  -3.17  0.53
O  -2.15  -4.07  1.34
C  -2.98  -2.10  0.31
C  -4.28  -2.45  0.03
C  -5.25  -1.47  -0.09
C  -4.93  -0.13  0.09
C  -3.60  0.23  0.40
C  -2.65  -0.76  0.51
H  -1.63  -0.52  0.78
O  -3.42  1.57  0.60
C  -2.17  2.22  0.46
C  -1.45  1.90  -0.85
C  -0.18  2.74  -0.95
N  0.69  2.45  0.18
C  0.05  2.87  1.41
C  -1.21  2.04  1.64
H  -1.71  2.36  2.56
H  -0.91  1.00  1.76
H  0.74  2.72  2.24
H  -0.23  3.94  1.39
C  2.07  2.88  0.04
C  2.81  2.00  -0.97
H  2.67  0.95  -0.72
H  2.46  2.18  -1.98
H  3.87  2.23  -0.94
C  2.25  4.37  -0.31
H  3.30  4.63  -0.27
H  1.89  4.57  -1.32
H  1.71  5.00  0.39
H  2.53  2.71  1.02
H  0.35  2.50  -1.87
H  -0.46  3.81  -0.99
H  -1.17  0.85  -0.89
H  -2.11  2.12  -1.69
H  -2.46  3.27  0.44
O  -5.81  0.90  -0.02
C  -7.16  0.61  -0.27
H  -7.59  -0.02  0.52
H  -7.67  1.57  -0.28
H  -7.30  0.12  -1.24
H  -6.27  -1.76  -0.33
H  -4.54  -3.49  -0.10
C  0.26  -4.03  0.09
C  1.54  -3.27  0.44
H  2.35  -3.99  0.62
H  1.39  -2.69  1.35
H  -0.05  -4.67  0.92
H  0.44  -4.66  -0.80
H  -1.38  -1.56  -1.46
H  -0.36  -2.81  -2.18
H  0.58  -0.74  -0.12
H  2.15  -2.90  -1.60
H  4.36  -2.88  0.37
H  4.40  -2.64  -1.39
H  5.11  -0.18  -0.77
H  5.05  0.06  2.80
H  3.73  -0.51  1.74